ORCA calculation (ωB97M-V/def2-TZVPD) on 3 unconnected molecules or ions with the total composition C21H51BN2O3Si.

Its SMILES is CC(=O)OCCBCCO[Si](C)(C)C.CCN(CC)CC.CCN(CC)CC. The HOMO-LUMO gap comes out at 8.46 eV. Its HOMO energy is -7.91 eV. As for the spin multiplicity: 1.

Last column: Mulliken charge in e.
Atoms and positions in Å:
1 C 2.9495 0.5946 -1.4413  -1.23
2 C 1.7941 1.5487 -1.3579  0.92
3 O 0.6369 1.2306 -1.2655  -0.50
4 O 2.1962 2.8295 -1.3903  -0.36
5 C 1.1430 3.8104 -1.3006  -0.40
6 C 0.4596 4.0428 -2.6444  -0.54
7 B -0.9970 4.6086 -2.4856  0.24
8 C -2.0353 3.8824 -1.5791  -0.33
9 C -3.5125 4.0532 -1.9536  -0.48
10 O -4.2748 2.8829 -1.7039  -0.45
11 Si -4.6215 2.2614 -0.2081  0.42
12 C -6.2584 1.3856 -0.3504  -1.08
13 C -3.3169 1.0357 0.3108  -0.85
14 C -4.7598 3.6467 1.0405  -1.05
15 H 2.8655 0.0088 -2.3590  0.40
16 H 2.8866 -0.0943 -0.5975  0.20
17 H 3.9047 1.1139 -1.4297  0.30
18 H 0.4391 3.4639 -0.5412  0.28
19 H 1.6457 4.7079 -0.9438  0.33
20 H 0.3393 3.0527 -3.1080  0.28
21 H 1.1015 4.6390 -3.2952  0.29
22 H -1.3251 5.6015 -3.0733  -0.12
23 H -1.8664 4.2684 -0.5582  0.16
24 H -1.7978 2.8133 -1.5112  0.19
25 H -3.6315 4.2786 -3.0161  0.34
26 H -3.9462 4.8976 -1.4028  0.25
27 H -6.7023 1.2969 0.6468  0.32
28 H -6.1424 0.3769 -0.7540  0.30
29 H -6.9642 1.9268 -0.9845  0.28
30 H -2.3256 1.4823 0.4253  0.22
31 H -3.2380 0.2425 -0.4392  0.14
32 H -3.5917 0.5689 1.2627  0.52
33 H -3.9026 4.3251 1.0333  0.31
34 H -5.6599 4.2405 0.8574  0.28
35 H -4.8344 3.2249 2.0472  0.40
36 C 5.7533 -1.6172 2.8057  -1.42
37 C 5.1215 -0.2379 2.7030  -0.39
38 N 3.6907 -0.2892 2.4526  0.43
39 C 3.1264 0.9774 2.0237  -0.51
40 C 3.1463 2.1578 3.0006  -1.41
41 C 2.9063 -1.0489 3.4158  -0.68
42 C 3.0154 -0.6504 4.8917  -1.00
43 H 5.4936 -2.2219 1.9355  0.32
44 H 6.8389 -1.5255 2.8540  0.44
45 H 5.4306 -2.1508 3.7005  0.29
46 H 5.5663 0.2989 1.8597  0.43
47 H 5.3826 0.3410 3.6033  0.28
48 H 2.0933 0.7866 1.7154  0.29
49 H 3.6675 1.2743 1.1201  0.26
50 H 2.4362 2.0286 3.8168  0.27
51 H 2.8781 3.0737 2.4701  0.45
52 H 4.1373 2.3053 3.4327  0.28
53 H 3.1847 -2.1011 3.3219  0.43
54 H 1.8636 -0.9844 3.0943  0.35
55 H 4.0572 -0.5558 5.2030  0.25
56 H 2.5570 -1.4204 5.5147  0.40
57 H 2.5161 0.2929 5.1076  0.24
58 C -2.2869 -5.6970 -3.1478  -1.43
59 C -1.9135 -4.3192 -2.6234  -0.35
60 N -1.6316 -4.3144 -1.1981  0.17
61 C -1.5969 -2.9822 -0.6145  -1.06
62 C -0.4965 -2.0205 -1.0713  -0.37
63 C -0.5935 -5.2346 -0.7591  -0.69
64 C 0.7859 -5.1239 -1.4201  -0.90
65 H -3.0934 -6.1263 -2.5514  0.33
66 H -2.6218 -5.6223 -4.1832  0.43
67 H -1.4424 -6.3872 -3.1267  0.29
68 H -2.7546 -3.6369 -2.7767  0.44
69 H -1.0852 -3.9201 -3.2310  0.25
70 H -1.5401 -3.1041 0.4711  0.31
71 H -2.5685 -2.5224 -0.8205  0.39
72 H 0.4826 -2.3062 -0.6858  0.08
73 H -0.7040 -1.0097 -0.7185  0.23
74 H -0.4294 -1.9716 -2.1598  0.30
75 H -0.9615 -6.2532 -0.9046  0.39
76 H -0.4922 -5.1036 0.3214  0.34
77 H 0.7043 -5.0963 -2.5082  0.24
78 H 1.3896 -5.9954 -1.1595  0.37
79 H 1.3293 -4.2347 -1.1045  0.23